# C23H30N4O4S

One molecule with the formula C23H30N4O4S (the ωB97M-V functional and the def2-TZVPD basis, the OMol25 dataset).

ORCA input file:
```
! RIJCOSX wB97M-V def2-TZVPD def2/J DEFGRID3
* xyz 0 1
C 1.433 -4.961 0.087
C 1.464 -3.679 -0.715
O 1.268 -3.670 -1.912
N 1.693 -2.533 -0.007
C 1.624 -1.247 -0.538
C 1.596 -0.854 -1.867
C 1.544 0.505 -2.142
C 1.509 1.428 -1.115
S 1.433 3.165 -1.494
O 1.528 3.911 -0.268
O 2.360 3.492 -2.541
N -0.148 3.293 -2.068
C -0.601 4.639 -2.411
C -0.887 5.463 -1.154
C -1.853 4.706 -0.246
O -3.060 4.823 -0.327
N -1.233 3.913 0.646
C -1.957 3.043 1.542
C -1.832 1.580 1.203
C -1.861 0.615 2.198
C -1.816 -0.733 1.895
C -1.722 -1.177 0.570
N -1.633 -2.524 0.264
C -1.837 -2.931 -1.110
C -2.026 -3.482 1.273
C -1.680 -0.193 -0.427
C -1.741 1.149 -0.113
C 1.532 1.040 0.216
C 1.600 -0.304 0.496
C 1.630 -1.010 1.816
C 2.017 -2.446 1.419
C 3.517 -2.669 1.625
H 1.244 -5.781 -0.601
H 0.634 -4.924 0.823
H 2.375 -5.139 0.598
H 1.620 -1.584 -2.658
H 1.555 0.855 -3.162
H -0.215 2.680 -2.868
H -1.525 4.534 -2.986
H 0.148 5.152 -3.028
H 0.041 5.670 -0.625
H -1.356 6.400 -1.457
H -0.227 3.820 0.583
H -1.619 3.216 2.570
H -3.010 3.345 1.468
H -1.939 0.915 3.234
H -1.870 -1.438 2.710
H -1.774 -4.015 -1.176
H -1.050 -2.522 -1.743
H -2.811 -2.614 -1.499
H -3.048 -3.318 1.634
H -1.969 -4.486 0.855
H -1.347 -3.434 2.127
H -1.609 -0.472 -1.465
H -1.723 1.880 -0.906
H 1.511 1.790 0.989
H 2.349 -0.574 2.507
H 0.640 -0.965 2.274
H 1.446 -3.188 1.980
H 4.076 -1.894 1.105
H 3.835 -3.634 1.238
H 3.758 -2.627 2.684
*
```

Summary:
Relative energy (zero: lowest compared OMol25 entry of this formula, charge and spin), eV: 1.691
Maximum force, eV/Å: 0.9
HOMO energy, eV: -7.690
E_LUMO, eV: 0.46
Gap between HOMO and LUMO, eV: 8.2


# C16H19BN6Pd

C16H19BN6Pd as an isolated structure at a distorted geometry (the ωB97M-V functional and the def2-TZVPD basis, the OMol25 dataset).

ORCA input file:
```
! RIJCOSX wB97M-V def2-TZVPD def2/J DEFGRID3
* xyz 2 3
C -0.469 -2.400 0.855
N -0.087 -1.477 -0.034
N 1.060 -1.946 -0.668
C 1.342 -3.181 -0.189
C 0.398 -3.502 0.782
B 1.854 -1.077 -1.687
N 0.836 -0.495 -2.712
N -0.346 0.126 -2.305
C -0.984 0.549 -3.408
C -0.250 0.165 -4.541
C 0.875 -0.499 -4.063
Pd -1.146 0.273 -0.356
N 2.466 0.148 -0.880
N 1.582 0.971 -0.224
C 2.268 1.870 0.449
C 3.650 1.675 0.219
C 3.732 0.564 -0.630
H 1.741 2.608 1.066
H 4.562 0.042 -1.074
H 4.432 2.267 0.625
H 2.735 -1.686 -2.219
H 1.694 -0.977 -4.582
H 2.186 -3.741 -0.584
H -0.520 0.355 -5.563
H 0.333 -4.408 1.367
H -1.905 1.107 -3.342
H -1.301 -2.223 1.518
H -1.129 2.263 -0.374
C -2.152 1.946 -0.696
H -2.262 2.262 -1.741
H -2.531 0.780 -0.752
H -2.845 2.329 0.063
C -2.095 0.438 4.382
C -3.099 0.491 3.411
C -2.752 0.530 2.050
C -1.417 0.506 1.716
C -0.387 0.497 2.637
C -0.747 0.446 4.012
H -2.374 0.388 5.437
H -4.152 0.497 3.679
H -3.484 0.587 1.255
H 0.656 0.529 2.328
H 0.034 0.404 4.773
*
```

Summary:
Maximum force, eV/Å: 7.6
HOMO energy (alpha / beta), eV: -15.202 / -15.168
E_LUMO (alpha / beta), eV: -6.51 / -10.46
Gap between HOMO and LUMO (alpha / beta), eV: 8.7 / 4.7
⟨S²⟩: 2.032


# C34H57N3O3SiZn

C34H57N3O3SiZn as an isolated structure at a distorted geometry (the ωB97M-V functional and the def2-TZVPD basis, the OMol25 dataset).

ORCA input file:
```
! RIJCOSX wB97M-V def2-TZVPD def2/J DEFGRID3
* xyz 0 1
O 1.335 -0.767 1.127
O 1.522 4.281 -0.508
C 1.640 -0.221 2.423
C 2.525 -1.095 3.324
H 0.702 -0.049 2.942
H 2.085 0.766 2.318
H 2.109 -2.092 3.432
H 2.599 -0.662 4.322
H 3.538 -1.189 2.936
C 2.490 -1.087 0.342
C 3.452 0.052 -0.001
H 2.129 -1.502 -0.592
H 3.061 -1.872 0.832
H 2.981 0.752 -0.681
H 4.332 -0.337 -0.512
H 3.800 0.589 0.880
C 1.128 4.858 -1.755
C 2.399 5.077 0.292
C 1.851 4.158 -2.908
H 1.284 5.938 -1.790
H 0.057 4.715 -1.885
H 2.930 4.278 -2.841
H 1.527 4.557 -3.869
H 1.632 3.091 -2.901
C 3.750 5.379 -0.372
H 2.584 4.537 1.218
H 1.907 6.006 0.581
H 4.253 4.464 -0.682
H 4.410 5.900 0.321
H 3.634 6.014 -1.250
H -0.908 3.242 0.429
N 0.055 -3.557 0.235
C -0.691 -4.483 -0.271
C -1.799 -4.175 -1.129
C -2.270 -2.966 -1.485
C -0.444 -5.993 -0.133
H -0.102 -6.258 0.866
H 0.312 -6.323 -0.844
H -1.344 -6.582 -0.305
C -3.422 -2.889 -2.486
H -3.156 -2.278 -3.348
H -4.314 -2.474 -2.027
H -3.694 -3.873 -2.870
N -1.769 -1.763 -1.013
C 1.318 -3.977 0.730
C 1.513 -4.385 2.074
C 0.380 -4.442 3.088
C 2.761 -4.835 2.515
H 2.902 -5.124 3.546
C 3.825 -4.947 1.631
H 4.784 -5.303 1.979
C 3.638 -4.646 0.290
H 4.460 -4.778 -0.399
C 2.399 -4.191 -0.170
C 2.281 -3.935 -1.672
C -1.981 -0.547 -1.705
C -3.106 0.257 -1.417
C -4.082 -0.102 -0.305
C -3.323 1.436 -2.136
H -4.173 2.063 -1.910
C -2.447 1.817 -3.148
H -2.624 2.729 -3.699
C -1.348 1.020 -3.453
H -0.682 1.324 -4.247
C -1.108 -0.160 -2.744
C 0.094 -1.010 -3.130
Zn -0.456 -1.618 0.504
H 0.481 -3.663 3.842
H 0.396 -5.398 3.612
H -0.599 -4.373 2.619
H 1.419 -3.323 -1.934
H 2.215 -4.878 -2.213
H 3.160 -3.402 -2.036
H -4.701 0.743 -0.007
H -3.521 -0.418 0.572
H -4.734 -0.923 -0.589
H -0.216 -2.040 -3.304
H 0.811 -1.014 -2.313
H 0.587 -0.654 -4.034
H -2.281 -5.043 -1.548
C -1.976 3.318 0.443
Si -2.601 4.706 1.568
H -2.206 3.637 -0.565
H -2.555 2.448 0.623
C -1.580 4.880 3.132
C -4.368 4.387 2.089
C -2.636 6.352 0.670
H -3.159 7.105 1.257
H -3.152 6.262 -0.286
H -1.636 6.729 0.475
H -1.705 4.017 3.784
H -1.884 5.760 3.697
H -0.521 4.985 2.908
H -4.497 3.364 2.431
H -5.055 4.558 1.263
H -4.664 5.048 2.902
O -1.649 -5.846 1.822
C -1.319 -4.675 1.457
N -0.977 -3.462 1.079
*
```

Summary:
Relative energy (zero: lowest compared OMol25 entry of this formula, charge and spin), eV: 12.868
Maximum force, eV/Å: 12.3
HOMO energy (alpha / beta), eV: -5.358 / -4.838
E_LUMO (alpha / beta), eV: 0.14 / 0.28
Gap between HOMO and LUMO (alpha / beta), eV: 5.5 / 5.1


# C3H9N3OS

A 2-piece molecular cluster, C3H9N3OS overall at a distorted geometry (the ωB97M-V functional and the def2-TZVPD basis, the OMol25 dataset).

ORCA input file:
```
! RIJCOSX wB97M-V def2-TZVPD def2/J DEFGRID3
* xyz 0 1
C 2.334 0.192 0.483
C -2.753 0.031 -2.016
C 0.529 -0.140 2.089
N -0.904 -0.844 -0.355
N -0.438 0.170 -0.600
N -0.297 -0.824 2.691
O 1.443 -0.659 1.291
S -2.429 -1.577 -1.334
H 2.006 1.186 0.617
H 1.968 -0.060 -0.570
H 3.329 0.125 0.710
H -1.797 0.446 -1.730
H -3.587 0.345 -1.523
H -2.814 0.042 -3.110
H 0.505 0.955 2.046
H -0.593 -1.571 0.277
H -1.037 -0.298 3.277
*
```

Summary:
Relative energy (zero: lowest compared OMol25 entry of this formula, charge and spin), eV: 4.239
Maximum force, eV/Å: 5.3
HOMO energy, eV: -8.714
E_LUMO, eV: 0.78
Gap between HOMO and LUMO, eV: 9.5


> Among the records above, which one has the lowest maximum force?

C23H30N4O4S


> What is the formula in the second record?

C16H19BN6Pd


> Look up the maximum force of the second one.

7.6 eV/Å